(1)
The following is a DFT calculation (the ωB97M-V functional and the def2-TZVPD basis) of a 2-piece molecular cluster, C10H13O2 overall at a distorted geometry.

XYZ file:
```
25
Properties=species:S:1:pos:R:3
C 1.3065 -0.4542 -1.9436
C 1.7922 -1.6496 -1.1134
C -0.0841 -0.9320 -2.4946
O -1.1258 -1.1871 -1.8793
O 0.0073 -0.8857 -3.7269
H 1.0768 0.4265 -1.3769
H 1.9111 -0.1902 -2.8268
H 0.9906 -2.4388 -0.8219
H 2.3090 -1.2498 -0.2453
H 2.3109 -2.3424 -1.7233
C -1.1028 3.0767 1.6552
C -0.7758 -0.5527 0.9160
C -1.0695 0.7729 0.5986
C -0.0476 -0.9748 2.0305
C -0.5585 1.6409 1.5822
C 0.8236 -0.0446 2.6387
C 0.3652 1.2641 2.5462
H -0.9763 -1.2097 0.0502
H -1.6522 0.9326 -0.2576
H 0.1710 -2.0622 2.0337
H 1.7805 -0.1957 3.2263
H -2.0935 2.9439 2.1588
H -1.2454 3.5190 0.6281
H 0.7848 1.9659 3.3081
H -0.3151 3.6023 2.2016
```

For the maximum force, the calculation gives 4.3 eV Å⁻¹. Its charge is -1. The energy above the lowest of the compared OMol25 structures with the same formula, charge and spin is 51.4 kcal per mole.

***

(2)
The following is a DFT calculation (the ωB97M-V functional and the def2-TZVPD basis) of a 2-piece molecular cluster, C5H8N2O3S overall at a distorted geometry.

XYZ file:
```
19
Properties=species:S:1:pos:R:3
C -0.8951 0.1332 1.0668
C -2.2919 -0.4751 -0.6517
C -0.1537 -0.6648 0.0972
C 2.0486 -0.0308 -0.8127
C 1.2978 -0.9772 0.1531
N -2.1859 0.1891 0.5393
N -1.0036 -0.9925 -0.8874
O -0.5366 0.6005 2.1284
O -3.2450 -0.6284 -1.3618
O 1.8094 -0.9048 1.4487
S -0.0103 2.8367 -0.3035
H 1.9496 0.9939 -0.4644
H 1.6423 -0.0980 -1.8181
H 3.0991 -0.3063 -0.8254
H 1.4670 -2.0128 -0.1769
H -2.9448 0.6920 0.9714
H -0.7766 -1.5362 -1.7072
H 1.4542 -0.1198 1.8947
H -0.7244 3.3013 0.7096
```

For the maximum force, the calculation gives 1.2 eV Å⁻¹. The energy above the lowest of the compared OMol25 structures with the same formula, charge and spin is 26.6 kcal per mole.

***

(3)
The following is a DFT calculation (the ωB97M-V functional and the def2-TZVPD basis) of a 2-piece molecular cluster, C5H9N2O overall at a distorted geometry.

XYZ file:
```
17
Properties=species:S:1:pos:R:3
C 0.3653 0.4552 -1.1210
C 0.7659 1.5664 -0.4001
C 0.9137 0.3177 1.5861
C 0.4243 -0.7373 -0.4879
C -2.3558 -0.5473 -0.2153
N 0.9183 1.4435 0.9513
N 0.7804 -0.8325 0.9196
O 0.3296 -1.9798 -0.9184
H 0.1628 0.4772 -2.1056
H 1.0898 2.4669 -0.8821
H 1.0497 0.5154 2.5985
H -2.6249 -0.4664 -1.1825
H -2.7385 0.0740 0.5235
H -1.8300 -1.4562 -0.0287
H 1.0850 2.2024 1.5931
H 1.3781 -1.6268 1.0728
H 0.2862 -1.8723 -1.9033
```

For the maximum force, the calculation gives 3.5 eV Å⁻¹. Its charge is +1. The energy above the lowest of the compared OMol25 structures with the same formula, charge and spin is 154.9 kcal per mole.

***

(4)
The following is a DFT calculation (the ωB97M-V functional and the def2-TZVPD basis) of C4H6OS as an isolated structure at a distorted geometry.

XYZ file:
```
12
Properties=species:S:1:pos:R:3
C 1.3504 1.6175 0.1310
C -0.6283 -1.5990 0.3037
C 1.1029 0.3339 0.3865
C -0.1410 -0.3907 0.2646
O -1.4641 0.8156 0.1620
S -2.9299 0.3105 0.0420
H 2.2637 2.1506 0.2510
H 0.5439 2.5120 0.0210
H -1.6644 -1.7872 0.4773
H -0.2770 -2.5857 0.0997
H 1.8748 -0.2948 0.6164
H -3.1774 -0.0019 -1.3618
```

For the maximum force, the calculation gives 4.3 eV Å⁻¹. The energy above the lowest of the compared OMol25 structures with the same formula, charge and spin is 107.0 kcal per mole.

***

(5)
The following is a DFT calculation (the ωB97M-V functional and the def2-TZVPD basis) of C38H30FN7O9S2Sc as an isolated structure.

XYZ file:
```
88
Properties=species:S:1:pos:R:3
Sc 0.6067 -1.1811 2.5197
C -3.5373 -2.0465 3.6555
C -2.7029 -0.8236 3.3952
O -1.5394 -0.9010 3.0383
N -3.2847 0.3752 3.5890
C -2.5374 1.6037 3.4084
C -2.6518 2.2105 2.0241
C -2.3956 3.5672 1.8535
C -2.4019 4.0988 0.5798
C -2.6892 3.2624 -0.4863
C -2.9614 1.9332 -0.2161
N -2.9452 1.4022 1.0078
H -2.8934 -2.9197 3.6112
H -4.3129 -2.1336 2.8928
H -4.0136 -1.9887 4.6345
H -4.2442 0.4101 3.8814
H -1.4825 1.3814 3.5870
H -2.8537 2.3279 4.1595
H -2.1489 4.1804 2.7106
H -2.1535 5.1387 0.4167
H -2.6724 3.6250 -1.5056
H -3.2065 1.2521 -1.0243
F -3.0475 -0.2972 -2.6786
C -1.9444 -1.0748 -2.5025
C -1.7360 -1.7468 -1.3394
C -0.5893 -2.5277 -1.1981
C -0.1931 -2.9172 0.1624
O -0.8141 -2.4426 1.1252
C 0.9798 -3.7222 0.2575
C 1.7071 -3.9560 -0.8583
N 1.4488 -3.4191 -2.0820
C 2.4593 -3.4598 -3.1130
C 3.1673 -2.1774 -3.4589
C 3.8914 -3.2592 -2.7179
C 0.3021 -2.6826 -2.2622
C 0.0853 -1.9540 -3.4365
C -0.9925 -1.1196 -3.5166
N -1.0190 -0.1417 -4.5897
C -0.9249 1.2846 -4.0927
C -0.8552 2.2030 -5.3238
N -0.6304 1.3707 -6.5030
C -1.8070 0.5710 -6.8086
C -2.1467 -0.2738 -5.5616
C 1.6015 -4.0833 1.6010
O 2.1775 -5.1609 1.6902
O 1.4828 -3.1715 2.4822
H -2.3911 -1.6162 -0.4857
H 2.6079 -4.5489 -0.7826
H 2.2517 -4.1588 -3.9156
H 2.8642 -1.3027 -2.8952
H 3.4142 -2.0052 -4.4987
H 4.1035 -3.0761 -1.6741
H 4.6316 -3.8496 -3.2387
H 0.8443 -1.9263 -4.2061
H -0.0272 1.3239 -3.4708
H -1.8055 1.4678 -3.4832
H -0.0230 2.8924 -5.1984
H -1.7768 2.7933 -5.4114
H -0.1539 -0.2583 -5.1266
H -0.3240 1.9099 -7.2988
H -1.5815 -0.0790 -7.6536
H -2.6839 1.1769 -7.0712
H -2.2707 -1.3292 -5.7921
H -3.0379 0.0773 -5.0486
S 0.5579 -1.0676 5.0908
C 1.8610 0.0309 5.4761
C 1.8581 0.6758 6.7116
C 2.8664 1.5538 7.0916
C 2.8029 2.1895 8.3742
N 2.7417 2.6827 9.4128
C 3.9243 1.8004 6.2044
C 3.9369 1.1656 4.9699
C 2.9280 0.2834 4.5740
S 3.0404 -0.5080 3.0333
C 4.9889 2.6960 6.5524
N 5.8533 3.4048 6.8265
H 1.0418 0.4851 7.3957
H 4.7519 1.3602 4.2856
O 0.6764 3.1407 -2.0485
C 0.8383 2.3655 -1.1177
C 1.1807 0.9273 -1.2383
O 1.4296 0.3290 -2.3048
C 1.0808 0.3677 0.0820
C 0.7188 1.3645 1.0355
O 0.4160 1.0401 2.2102
C 0.6723 2.6830 0.3573
O 0.4667 3.7797 0.8304
O 1.1441 -0.8580 0.4383
```

For the maximum force, the calculation gives 0.9 eV Å⁻¹. Its charge is -1. The energy above the lowest of the compared OMol25 structures with the same formula, charge and spin is 30.0 kcal per mole.

***

(6)
The following is a DFT calculation (the ωB97M-V functional and the def2-TZVPD basis) of an isolated ion of composition C5H3N2S and charge +1 at a distorted geometry.

XYZ file:
```
11
Properties=species:S:1:pos:R:3
C -0.2679 -0.9344 0.2587
C -1.5897 -0.6227 0.1653
C 1.4443 2.2459 0.0033
C 0.6874 -0.0459 0.0841
C -0.7575 1.7730 0.2411
N 0.1892 2.5428 0.0965
N 1.4771 0.8212 -0.0538
S -2.1707 1.0059 -0.1095
H -0.0171 -2.0495 0.5767
H -2.2508 -1.5053 0.1937
H 2.1322 3.0514 0.0944
```

For the maximum force, the calculation gives 5.1 eV Å⁻¹. Its charge is +1. The energy above the lowest of the compared OMol25 structures with the same formula, charge and spin is 0.0 kcal per mole.